{
  "formula": "C48H57AsMnN6O2S2SeSi",
  "method": "ωB97M-V/def2-TZVPD",
  "symbols": ["Mn", "C", "Si", "C", "C", "C", "C", "C", "C", "N", "C", "S", "H", "H", "H", "H", "H", "H", "H", "H", "H", "H", "H", "H", "O", "C", "C", "C", "C", "N", "C", "C", "C", "C", "C", "C", "O", "C", "C", "N", "H", "H", "H", "H", "H", "H", "H", "H", "H", "H", "H", "H", "Se", "C", "N", "C", "C", "N", "C", "S", "H", "H", "H", "H", "H", "H", "C", "C", "C", "C", "C", "C", "As", "N", "C", "C", "C", "C", "C", "C", "C", "C", "C", "C", "C", "C", "C", "C", "C", "C", "C", "C", "H", "H", "H", "H", "H", "H", "H", "H", "H", "H", "H", "H", "H", "H", "H", "H", "H", "H", "H", "H", "H", "H", "H", "H", "H", "H", "H"],
  "coordinates": [[0.31127, 1.16933, 0.83536], [-5.76163, 2.19663, -3.94464], [-4.17303, 2.84583, -3.06364], [-3.00713, 3.31053, -4.50774], [-4.80183, 4.36793, -2.09424], [-3.56973, 1.48063, -1.91614], [-4.19583, 0.26983, -1.74814], [-3.67493, -0.64287, -0.83524], [-2.53723, -0.28967, -0.14014], [-1.87893, 0.85923, -0.27554], [-2.39653, 1.75873, -1.15274], [-1.68243, 3.26593, -1.39054], [-6.14823, 2.94593, -4.62914], [-6.54913, 1.97443, -3.23174], [-5.57713, 1.29613, -4.52114], [-3.44453, 4.07893, -5.14084], [-2.79183, 2.44903, -5.13504], [-2.06493, 3.68383, -4.12464], [-5.28393, 5.09513, -2.74234], [-3.97793, 4.85223, -1.58464], [-5.52203, 4.06033, -1.34024], [-5.09293, 0.03503, -2.30954], [-4.13213, -1.60687, -0.67004], [-2.14553, -0.98437, 0.59846], [1.65597, 7.61223, 2.63926], [0.66937, 6.82213, 3.27716], [0.36647, 5.57743, 2.48796], [-0.71953, 4.76203, 2.86496], [-0.86623, 3.54393, 2.24046], [-0.09623, 3.10813, 1.25376], [0.90167, 3.94513, 0.78976], [1.15787, 5.16683, 1.45486], [1.62077, 3.51313, -0.35114], [2.59557, 4.30473, -1.00064], [3.18167, 3.88653, -2.16324], [4.27707, 4.69073, -2.80604], [5.30917, 5.02893, -1.88964], [2.75727, 2.65713, -2.71314], [1.83997, 1.90743, -2.00614], [1.30337, 2.25993, -0.85034], [2.03547, 8.21963, 3.28146], [-0.25193, 7.41693, 3.40886], [1.01357, 6.51473, 4.27806], [-1.39023, 5.06563, 3.65576], [-1.64933, 2.86733, 2.56476], [2.00377, 5.77033, 1.17136], [2.88467, 5.25093, -0.56704], [3.89217, 5.64113, -3.19964], [4.71147, 4.12433, -3.64744], [5.29687, 4.35513, -1.19904], [3.16017, 2.29913, -3.64934], [1.53987, 0.94573, -2.40334], [1.66597, 1.21113, 2.81436], [-3.58953, -1.28417, 4.89896], [-2.29943, -0.77097, 5.24256], [-1.60433, -0.91957, 6.42136], [-0.41933, -0.28147, 6.27086], [-0.39283, 0.25873, 5.02066], [-1.52403, -0.06037, 4.36816], [-2.00973, 0.29273, 2.81576], [-4.14623, -1.52897, 5.80246], [-3.49483, -2.17107, 4.26726], [-4.11333, -0.52337, 4.31876], [-2.01113, -1.46537, 7.24916], [0.40267, -0.17347, 6.94806], [0.40647, 0.70133, 4.54096], [5.16037, -5.66647, 2.17966], [3.92167, -4.91167, 1.78266], [3.28317, -4.05337, 2.66146], [2.15607, -3.33417, 2.28626], [1.53387, -2.43807, 3.30506], [1.62197, -3.45947, 0.98806], [0.12777, -2.11857, 0.67966], [1.04467, -0.60647, 0.22306], [2.27007, -0.68937, -0.39674], [2.53927, -1.64607, -1.38884], [3.74177, -1.67297, -2.06244], [4.74197, -0.76307, -1.76814], [4.51197, 0.17183, -0.76914], [3.30857, 0.21883, -0.10644], [-0.84793, -2.90927, -0.90644], [-1.07353, -2.30257, -2.14534], [-0.44063, -1.00477, -2.54554], [-1.88783, -2.91807, -3.09134], [-2.50533, -4.12697, -2.84184], [-3.33353, -4.82497, -3.88124], [-2.33583, -4.69617, -1.58694], [-1.54573, -4.09877, -0.62244], [-1.41733, -4.76437, 0.71786], [2.21577, -4.39347, 0.13086], [1.71007, -4.78557, -1.23274], [3.35887, -5.08237, 0.53316], [5.59417, -5.23877, 3.08156], [5.90147, -5.63497, 1.38026], [4.91877, -6.71407, 2.37506], [3.68427, -3.91617, 3.65916], [1.93947, -2.62787, 4.29636], [0.44767, -2.56657, 3.32726], [1.73627, -1.39127, 3.06036], [1.75657, -2.33837, -1.65834], [3.90477, -2.41767, -2.83514], [5.68707, -0.78257, -2.29954], [5.28727, 0.88153, -0.50534], [3.17137, 0.95153, 0.67606], [-0.11863, -0.43617, -1.67484], [-1.14663, -0.39117, -3.10554], [0.42637, -1.18257, -3.18724], [-2.02573, -2.42867, -4.04744], [-3.39253, -4.23357, -4.79254], [-4.34353, -4.99817, -3.50924], [-2.89713, -5.79557, -4.12504], [-2.83063, -5.63477, -1.36664], [-2.03143, -5.66297, 0.76586], [-1.72413, -4.07147, 1.50816], [-0.37863, -5.03637, 0.91616], [0.77177, -4.30717, -1.48344], [1.55547, -5.86627, -1.27224], [2.44777, -4.53357, -1.99264], [3.82487, -5.76387, -0.17084]],
  "forces_ev_per_angstrom": [[-0.6, -0.3, -0.1], [0.5, 0.1, 0.3], [0.0, 0.4, -0.1], [-0.2, -0.1, 0.4], [0.3, -0.4, -0.3], [-0.2, 0.1, -0.3], [0.0, 0.0, 0.0], [0.0, -0.1, 0.1], [-0.3, -0.4, 0.1], [0.1, 0.0, 0.0], [0.1, 0.2, -0.1], [0.3, 0.7, -0.2], [0.0, 0.2, -0.2], [-0.2, -0.1, 0.2], [0.1, -0.3, -0.1], [-0.2, 0.1, -0.1], [0.0, -0.2, -0.1], [0.1, 0.0, 0.1], [-0.2, 0.1, -0.2], [0.1, 0.0, 0.1], [-0.2, -0.1, 0.1], [-0.1, -0.1, -0.1], [0.0, -0.1, 0.0], [0.0, 0.1, -0.2], [0.3, 0.3, -0.1], [-0.3, -0.1, 0.2], [0.2, 0.1, -0.1], [0.0, -0.1, -0.1], [-0.5, 0.3, 0.6], [0.7, 0.7, -0.2], [-0.4, 0.0, 0.4], [0.0, -0.1, 0.0], [-0.1, -0.5, -0.5], [0.0, 0.1, 0.2], [-0.1, -0.4, -0.2], [-0.1, 0.0, -0.4], [0.2, 0.1, 0.2], [0.0, 0.4, 0.0], [0.0, -0.1, -0.4], [0.3, 0.9, 0.5], [-0.1, -0.1, 0.0], [0.1, -0.2, 0.0], [-0.1, 0.1, -0.1], [-0.1, -0.1, 0.0], [0.1, 0.0, 0.0], [0.0, 0.1, 0.0], [0.0, 0.1, 0.0], [0.0, -0.1, 0.0], [-0.2, 0.1, 0.1], [0.0, 0.0, 0.0], [0.0, -0.1, 0.0], [0.0, -0.1, 0.1], [0.6, 0.3, 0.6], [-0.3, -0.1, -0.2], [0.7, 0.3, 0.1], [0.2, -0.1, 0.4], [-0.2, -0.3, 0.4], [-0.5, -0.4, 0.3], [-0.4, 0.1, -0.3], [-0.1, 0.1, -0.3], [0.1, 0.0, 0.1], [-0.1, 0.0, 0.0], [-0.1, -0.1, 0.0], [0.0, -0.1, 0.2], [0.1, 0.0, 0.2], [0.3, 0.3, -0.7], [-0.1, 0.0, 0.0], [0.0, 0.0, 0.0], [0.1, 0.0, -0.1], [-0.1, -0.2, 0.0], [-0.1, 0.1, 0.0], [-0.1, 0.3, 0.0], [0.0, -0.5, -0.1], [-0.3, -0.6, 0.0], [0.5, -0.1, -0.3], [-0.2, 0.2, 0.1], [0.2, -0.2, -0.2], [0.3, 0.0, -0.1], [0.1, 0.0, -0.1], [0.0, -0.1, 0.4], [0.0, 0.2, 0.0], [0.3, 0.1, 0.0], [0.1, 0.3, 0.0], [-0.1, -0.3, 0.0], [0.0, 0.1, -0.1], [0.0, 0.0, 0.1], [0.0, 0.0, -0.1], [0.1, 0.0, 0.1], [0.0, 0.1, 0.1], [0.1, -0.2, -0.1], [-0.1, 0.1, 0.0], [0.0, 0.0, 0.1], [0.1, 0.0, 0.0], [0.1, 0.0, 0.0], [0.1, 0.0, 0.0], [0.0, 0.0, 0.1], [0.1, -0.1, 0.1], [0.1, 0.1, 0.1], [-0.1, 0.2, 0.0], [0.0, -0.1, 0.0], [0.0, 0.0, 0.0], [0.0, 0.0, 0.0], [0.0, 0.1, 0.0], [-0.1, 0.0, 0.0], [0.0, 0.0, -0.2], [-0.1, 0.0, 0.0], [0.0, 0.0, 0.0], [0.0, 0.1, -0.1], [0.0, 0.0, -0.1], [-0.1, 0.0, -0.1], [0.0, 0.0, -0.1], [-0.1, -0.1, 0.1], [0.0, 0.0, 0.0], [0.0, -0.1, 0.1], [0.0, -0.1, 0.1], [0.1, 0.0, -0.1], [0.0, 0.0, 0.0], [0.1, 0.0, -0.1], [0.0, -0.1, -0.1]],
  "lowdin_charge": [0.445, -0.211, 0.507, -0.207, -0.207, -0.296, -0.106, -0.092, -0.281, -0.010, -0.779, 0.664, 0.008, 0.011, 0.010, 0.009, 0.015, -0.023, 0.008, -0.021, 0.018, 0.087, 0.093, -0.012, -0.073, -0.232, -0.219, -0.043, -0.198, -0.105, -0.269, 0.030, -0.228, 0.026, -0.225, -0.230, -0.081, -0.032, -0.150, 0.030, 0.077, 0.116, 0.123, 0.093, 0.048, 0.100, 0.110, 0.118, 0.109, 0.083, 0.096, 0.103, 0.202, -0.077, -0.149, -0.087, -0.103, 0.044, -0.762, 0.706, 0.081, 0.089, 0.058, 0.099, 0.104, -0.080, -0.065, -0.285, -0.025, -0.280, -0.129, -0.237, 1.334, -0.354, -0.410, -0.086, -0.112, -0.136, -0.111, -0.093, -0.298, -0.278, -0.063, -0.021, -0.286, -0.066, -0.038, -0.314, -0.077, -0.275, -0.061, -0.038, 0.066, 0.072, 0.072, 0.106, 0.070, 0.048, -0.030, 0.067, 0.089, 0.079, 0.094, 0.004, 0.031, 0.087, 0.084, 0.115, 0.067, 0.072, 0.072, 0.107, 0.069, 0.066, 0.063, 0.042, 0.083, 0.075, 0.113],
  "s2": 9.053,
  "homo_ev": [0.2, -1.3],
  "relative_energy_ev": 0.506,
  "total_charge": -2,
  "multiplicity": 6,
  "orbital_gap_ev": [3.89, 5.38],
  "total_energy_ha": -9216.49853,
  "lumo_energy_ev": [4.06, 4.05]
}